Entry 1:
{"formula": "C29H41BrCrFN5O10Si", "method": "ωB97M-V/def2-TZVPD", "e_lumo_ev": [1.96, 2.21], "relative_energy_kj_mol": 268.7, "s2": 0.77, "spin_multiplicity": 2, "total_charge": -1, "homo_lumo_gap_ev": [7.230, 7.529], "symbols": ["Br", "Cr", "Si", "F", "O", "O", "O", "O", "O", "O", "O", "O", "O", "O", "N", "N", "N", "N", "N", "C", "C", "C", "C", "C", "C", "C", "C", "C", "C", "C", "C", "C", "C", "C", "C", "C", "C", "C", "C", "C", "C", "C", "C", "C", "C", "C", "C", "C", "H", "H", "H", "H", "H", "H", "H", "H", "H", "H", "H", "H", "H", "H", "H", "H", "H", "H", "H", "H", "H", "H", "H", "H", "H", "H", "H", "H", "H", "H", "H", "H", "H", "H", "H", "H", "H", "H", "H", "H", "H"], "coordinates": [[0.0904, -1.0445, 1.3796], [-1.1767, 1.0723, 0.7598], [1.2106, -2.7857, 0.3788], [2.3301, 7.5779, -1.6002], [4.9453, 7.3407, -0.6046], [-0.3175, 2.0313, 2.1711], [-2.2300, 0.2344, -0.9540], [0.4207, 1.4932, -0.4280], [-0.3892, 3.9616, 3.3242], [0.2203, 3.7480, -0.3114], [-2.3089, 1.3060, -3.0643], [-2.7284, 0.2317, 2.7842], [-4.4280, 2.2098, -2.1552], [4.5690, 2.8107, -0.5593], [4.6760, 5.0806, -0.5566], [-2.8102, 0.3308, 1.5103], [2.7730, 4.0123, -1.3360], [-2.3072, 2.7246, 0.6797], [-2.1317, 1.5513, -1.7342], [-0.6370, -4.3524, 1.9230], [1.9816, 2.8108, -1.5924], [-3.3852, 2.8983, -0.0924], [3.5874, -1.7865, 1.6232], [-3.6169, 1.8918, -1.2002], [3.5571, -4.2327, 1.1453], [4.2352, 6.3797, -0.8132], [-4.5218, -0.4837, -1.5516], [2.4769, -0.8358, -1.2822], [-3.9875, 4.8333, 1.1654], [-5.1569, -0.2047, 1.4404], [1.6468, -2.1247, -1.3672], [-3.8590, 0.1285, 0.7952], [4.0356, 3.8772, -0.7957], [-4.2588, 3.9450, 0.1349], [2.2048, -3.2886, 3.0144], [-1.3734, -3.7967, -0.3582], [0.7627, 2.7119, -0.6718], [-2.8515, 4.6520, 1.9439], [-0.8116, 3.2111, 2.4790], [0.4112, -5.5074, -0.0241], [-2.0378, 3.5774, 1.6676], [-3.6565, 0.3712, -0.6591], [0.3873, -1.7526, -2.1688], [2.2214, 5.2544, -1.5639], [2.4467, -3.1709, -2.1606], [2.8884, 6.3864, -1.3395], [2.6909, -3.0371, 1.5745], [-0.1348, -4.1607, 0.4794], [3.0707, -3.2372, 3.6847], [4.1725, -1.6649, 0.7157], [-1.7430, -2.7897, -0.1433], [3.4171, -3.3813, -1.7033], [3.9867, -4.1001, 0.1499], [1.2093, -5.8921, 0.6154], [2.6191, -0.4611, -2.3044], [0.1123, -4.8067, 2.5685], [1.4796, -2.5418, 3.3470], [-4.6720, -1.4793, -1.1258], [4.3892, -4.3360, 1.8530], [4.2979, -1.9040, 2.4500], [-5.4816, 0.0136, -1.6927], [-5.8343, -0.7051, 0.7511], [-1.4996, -5.0297, 1.8991], [-4.9684, -0.8339, 2.3102], [-2.5769, 5.3052, 2.7613], [1.9606, -0.0616, -0.7163], [3.4642, -0.9869, -0.8566], [2.6220, 1.9502, -1.4692], [5.5965, 4.9981, -0.1551], [1.2046, 5.2629, -1.9250], [1.6049, 2.8389, -2.6169], [-0.2165, -2.6140, -2.4348], [-2.1729, -4.5072, -0.1145], [-4.6557, 5.6645, 1.3593], [1.7647, -4.2778, 3.1326], [-5.6403, 0.7083, 1.8055], [-4.0514, -0.5832, -2.5260], [-3.2739, 1.5743, -3.1833], [-0.9614, -3.4134, 2.3776], [-0.2417, -1.0291, -1.6447], [3.0210, -0.8679, 1.7975], [-5.1187, 4.0354, -0.5154], [0.7104, -1.2841, -3.1058], [-0.4001, -6.2461, -0.0168], [2.6361, -2.7812, -3.1678], [1.9088, -4.1183, -2.2694], [-1.1894, -3.8768, -1.4249], [0.7942, -5.4480, -1.0471], [3.0022, -5.1740, 1.1514]], "forces_ev_per_a": [[0.3088, -0.4422, 0.4313], [0.9540, 0.5682, 0.3813], [-0.3387, 0.4044, -0.0588], [-0.0060, 0.0650, -0.0039], [-0.0422, -0.0131, 0.0255], [-0.2916, 0.0693, -0.4462], [0.2632, 0.1682, 0.3202], [-0.5797, 0.3942, 0.2417], [0.0945, -0.0032, 0.1560], [0.0180, -0.2466, 0.1372], [0.2051, -0.0855, 0.2524], [0.1085, 0.0782, -0.1551], [0.0553, 0.0366, 0.2035], [-0.0526, 0.1292, -0.0065], [-0.0337, 0.0739, -0.0307], [-0.1039, -0.2975, -0.0894], [-0.0274, 0.0524, -0.0449], [-0.4095, 0.2127, -0.1075], [-0.1967, 0.0379, -0.4616], [-0.0111, -0.0747, 0.0008], [-0.0385, 0.1183, 0.0463], [0.1226, -0.0702, -0.0007], [0.0045, -0.0280, 0.0820], [-0.1123, -0.2963, -0.0865], [0.0404, -0.0188, 0.0388], [0.1630, -0.0871, 0.0701], [0.0432, -0.1744, -0.0068], [0.0919, -0.0210, -0.0391], [0.0432, -0.0148, -0.0098], [-0.0610, 0.0122, -0.0121], [0.0176, -0.1152, -0.0371], [-0.1447, -0.0168, 0.0242], [-0.0700, -0.0804, -0.0510], [-0.0180, 0.1466, -0.0005], [0.0636, -0.0257, 0.0075], [-0.0315, -0.0087, 0.0797], [-0.1479, -0.0946, -0.0649], [-0.0365, 0.1647, 0.0306], [-0.0752, -0.1846, -0.2014], [-0.0430, -0.0353, -0.0013], [0.1227, -0.2987, 0.0137], [-0.0075, 0.4792, -0.2103], [0.0520, 0.0603, 0.0331], [-0.0884, -0.3060, -0.0352], [-0.0122, -0.0503, -0.0145], [0.0423, 0.1128, -0.0055], [0.0029, 0.0064, 0.0377], [0.0343, -0.0498, -0.0085], [-0.0439, 0.0032, -0.0302], [0.0196, -0.0065, 0.0265], [0.0235, -0.0612, -0.0409], [-0.0569, 0.0219, -0.0594], [-0.0067, -0.0064, 0.0824], [-0.0950, 0.0032, -0.0535], [-0.0220, -0.0091, 0.0664], [-0.1263, -0.0061, -0.0628], [0.0745, -0.0755, 0.0000], [0.0294, 0.0253, -0.0319], [-0.0313, -0.0129, -0.0536], [-0.0435, 0.0145, -0.0361], [-0.0160, -0.0213, 0.0076], [-0.0166, 0.0112, 0.0111], [0.0510, 0.0439, 0.0027], [-0.0123, -0.0179, 0.0145], [-0.0404, -0.0019, -0.0429], [0.0104, -0.0227, -0.0131], [0.0206, -0.0099, -0.0733], [0.1396, -0.0444, -0.0244], [0.0735, -0.0057, -0.0018], [0.0021, -0.0346, -0.0168], [0.0495, -0.0384, -0.0423], [-0.0163, -0.0406, -0.0427], [0.0394, 0.0548, -0.0085], [0.0233, -0.0288, -0.0025], [0.0983, 0.0821, 0.0219], [-0.0152, -0.0386, -0.0082], [-0.0213, 0.0188, -0.0366], [-0.1886, 0.0400, 0.0264], [-0.0065, -0.1072, -0.0327], [0.0298, -0.0697, -0.0590], [0.0529, -0.0613, -0.0261], [0.0448, 0.0152, 0.0033], [-0.0252, 0.0084, 0.0556], [0.0585, 0.0219, -0.0124], [-0.0007, -0.0324, 0.0440], [0.0492, 0.0891, -0.0282], [-0.0010, -0.0108, -0.0490], [-0.0565, -0.0222, 0.0780], [0.0807, 0.0816, 0.0253]]}

=====

Entry 2:
{"formula": "C3H3N3O", "method": "ωB97M-V/def2-TZVPD", "e_lumo_ev": [0.78, -1.21], "relative_energy_kj_mol": 122.5, "s2": 2.02, "spin_multiplicity": 3, "homo_lumo_gap_ev": [8.311, 8.562], "symbols": ["O", "N", "N", "N", "C", "C", "C", "H", "H", "H"], "coordinates": [[-2.1397, -1.2326, -0.7588], [-1.2354, 0.7863, -0.4408], [1.6030, -1.4983, -0.0094], [-0.2300, 1.5498, 0.0311], [1.1866, -0.4015, 0.3389], [0.9209, 0.8611, 0.3077], [-1.4998, -0.4868, -0.0910], [-2.1709, 1.3679, -0.5374], [1.7123, -2.3266, 0.5310], [1.8531, 1.3806, 0.6287]], "forces_ev_per_a": [[-0.6591, -0.2220, 0.8349], [-3.1706, 2.7397, 0.0374], [-0.3020, 1.5285, -0.3618], [1.4785, -0.0156, 0.6409], [0.6943, -4.7396, -1.0112], [-0.1463, 3.5030, 0.7186], [0.7248, -1.4681, -1.0927], [2.6054, -1.3833, -0.2612], [-0.0910, -0.4118, 0.8220], [-1.1340, 0.4692, -0.3270]]}

=====

Entry 3:
{"formula": "C4H7N3O", "method": "ωB97M-V/def2-TZVPD", "e_lumo_ev": -0.55, "relative_energy_kj_mol": 568.2, "homo_lumo_gap_ev": 9.030, "symbols": ["O", "N", "N", "N", "C", "C", "C", "C", "H", "H", "H", "H", "H", "H", "H"], "coordinates": [[2.7639, -1.4399, -0.3257], [-1.6211, -1.9907, 0.4872], [-1.5057, 0.2209, -0.4697], [0.7735, -0.5207, 0.0385], [-1.7321, -1.1147, -0.4855], [-0.2000, 0.4284, -0.0274], [2.1561, -0.3624, -0.0352], [-0.0081, 1.7957, 0.1325], [-0.9838, 2.4632, -0.6471], [-1.1866, -1.7370, 1.4699], [2.5015, 0.6054, 0.4737], [0.9147, 2.1958, -0.6099], [-0.1072, 2.5131, 1.3752], [-2.2413, -1.6746, -1.4041], [0.4759, -1.3825, 0.0276]], "forces_ev_per_a": [[-1.0759, 4.7045, 0.8986], [0.9011, 0.8853, 0.3540], [4.7049, -0.4951, 1.6233], [1.7093, 6.2880, 0.3033], [-2.3230, -4.6964, 0.6524], [-5.3521, -1.3880, -1.8337], [0.8366, -3.9846, 0.9316], [0.4333, 9.7428, -1.6268], [2.9204, -2.3397, 2.9651], [-1.1902, 0.3341, -2.6055], [0.2362, -1.1772, -1.3730], [-1.8478, -0.9016, 2.7232], [0.7099, -2.8260, -4.0125], [1.0802, 1.8317, 1.5222], [-1.7430, -5.9778, -0.5222]]}

=====

Entry 4:
{"formula": "C13H20NO", "method": "ωB97M-V/def2-TZVPD", "e_lumo_ev": -2.54, "relative_energy_kj_mol": 294.1, "smiles": "C[C@@H]1[C@@H](c2ccccc2)OCC[N+]1(C)C", "total_charge": 1, "homo_lumo_gap_ev": 9.728, "symbols": ["O", "N", "C", "C", "C", "C", "C", "C", "C", "C", "C", "C", "C", "C", "C", "H", "H", "H", "H", "H", "H", "H", "H", "H", "H", "H", "H", "H", "H", "H", "H", "H", "H", "H", "H"], "coordinates": [[0.8467, 1.7526, -0.4674], [0.1958, 0.2226, 1.9291], [-0.1102, -0.2911, 0.6102], [0.7234, 0.2917, -0.6430], [-1.9693, 0.0715, -3.2929], [-0.2494, -1.7741, 0.4613], [-1.3005, 0.4546, -2.1434], [-1.3426, -0.8161, -4.1679], [-0.9821, -0.0431, 2.9114], [1.3945, -0.3938, 2.5248], [0.6592, -0.7944, -2.8374], [-0.0538, -1.2315, -3.9522], [0.4217, 1.7067, 1.9238], [1.3232, 2.1968, 0.8342], [-0.0433, -0.0368, -1.8866], [-1.8635, 0.6445, 2.6806], [0.8074, -2.2146, 0.3686], [-0.7866, -2.0516, -0.4555], [1.3911, -1.5435, 2.5289], [-3.0044, 0.4879, -3.2964], [0.6720, 1.9672, 2.9299], [-0.5752, 0.3372, 3.9052], [-0.5623, 2.1466, 1.8003], [-1.1847, -1.1881, 3.0829], [-1.7465, 1.1372, -1.5421], [-0.8878, -2.0468, 1.4450], [1.6860, -0.2859, -0.6192], [1.7705, -0.9969, -2.6205], [-1.2036, 0.1085, 0.3281], [2.3056, 1.7817, 0.9920], [1.5759, -0.1157, 3.6221], [2.2193, 0.1294, 2.0563], [-1.9512, -1.0861, -5.0404], [0.5542, -1.8464, -4.6292], [1.2706, 3.3199, 0.6596]], "forces_ev_per_a": [[0.0958, -1.5053, 0.2581], [-0.8146, -0.3752, 2.4183], [-3.3264, 1.4990, -4.7462], [-0.2366, 0.7038, 2.8385], [-0.4164, 0.2932, 1.1016], [0.3808, -1.0402, 2.4356], [0.9549, -1.7723, -1.7937], [-1.9380, 0.4966, -0.7887], [0.2226, 0.0854, 1.6432], [1.4251, -1.1206, 1.9999], [0.1718, 0.1016, 1.0264], [2.1244, -0.3627, -0.1776], [-1.7763, 0.5420, -0.2641], [-0.5880, 0.1842, -2.0715], [2.1525, 0.1909, -0.2157], [1.0806, -1.4830, -0.1556], [-1.6727, 0.0278, 0.5817], [0.0204, 0.2703, 0.5173], [0.0648, 1.9422, -0.6010], [0.8862, -0.7182, -1.0327], [0.7739, 0.2210, 0.5406], [-0.5833, -0.5292, -1.1978], [-0.2564, 0.0372, -0.3477], [0.2155, 2.5182, -0.7460], [-1.2308, 1.8810, 2.0466], [1.7231, -0.5193, -2.5855], [-0.2717, 1.0203, -0.2358], [-1.9706, -0.0273, -0.6907], [2.2049, -0.4209, 1.0987], [0.7892, 0.4981, -0.0842], [-0.9878, -0.1567, -1.4338], [0.5119, -0.9692, -0.4462], [0.6989, -0.2734, 0.2163], [-0.8895, 0.1772, -0.1259], [0.4615, -1.4167, 1.0174]]}